ORCA calculation (wB97M-V/def2-TZVPD) on a 3-piece molecular cluster, C26H51N2O overall at a distorted geometry.

```
80
Properties=species:S:1:pos:R:3
C -0.8921 -1.0968 1.4734
O -0.2589 -0.7374 0.2662
C 1.1313 -0.9674 0.2726
C 1.6931 -0.3455 -0.9870
C 1.3388 1.1284 -1.1038
C 2.0076 2.0052 -0.0225
C 1.1641 3.2597 0.2990
C 0.2968 3.0814 1.5654
C -1.1746 2.7729 1.2201
C -1.9839 2.3650 2.4689
N -3.4315 2.4397 2.2558
C -3.8957 1.3237 1.6463
C -4.2621 0.1646 2.3536
C -4.7597 -0.9593 1.7668
N -4.9493 -1.0692 0.4472
C -4.5855 0.0075 -0.2421
C -4.0812 1.1754 0.2546
H -1.9457 -0.8812 1.3451
H -0.4721 -0.5712 2.3347
H -0.7366 -2.1724 1.6360
H 1.3169 -2.0475 0.2728
H 1.5606 -0.4883 1.1583
H 1.3258 -0.9293 -1.8306
H 2.7787 -0.4818 -0.9688
H 0.2623 1.2098 -0.9946
H 1.6620 1.5506 -2.0506
H 2.9457 2.3522 -0.4579
H 2.2082 1.4677 0.8969
H 1.8588 4.0881 0.4498
H 0.5332 3.5027 -0.5518
H 0.2865 3.9991 2.1511
H 0.6345 2.2366 2.1619
H -1.1659 1.9029 0.5601
H -1.6731 3.5849 0.7007
H -1.7122 1.3327 2.7285
H -1.7279 3.0407 3.2911
H -4.1352 0.1773 3.4299
H -5.0218 -1.7978 2.4049
H -4.7138 -0.0555 -1.3233
H -3.8167 1.9860 -0.4016
C 8.7934 3.9386 -2.9643
C 8.2215 2.6919 -3.6331
C 7.0303 2.9848 -4.5438
C 5.8112 3.5826 -3.8398
C 5.2477 2.7377 -2.6979
C 4.7413 1.3702 -3.1465
H 8.0619 4.4209 -2.3149
H 9.6583 3.6830 -2.3499
H 9.1179 4.6660 -3.7118
H 7.9430 1.9613 -2.8692
H 9.0074 2.2233 -4.2321
H 6.7411 2.0625 -5.0553
H 7.3485 3.6755 -5.3320
H 5.0243 3.7412 -4.5838
H 6.0613 4.5753 -3.4543
H 4.4198 3.2850 -2.2400
H 5.9993 2.6107 -1.9135
H 3.9559 1.4721 -3.8983
H 4.3217 0.8272 -2.2987
H 5.5435 0.7621 -3.5688
C -6.3615 -4.5580 3.7795
C -6.3702 -4.5908 2.2541
C -5.4932 -5.6950 1.6662
C -4.0045 -5.5784 1.9957
C -3.3549 -4.2643 1.5637
C -3.3879 -4.0345 0.0555
H -5.3646 -4.3571 4.1739
H -7.0237 -3.7740 4.1501
H -6.7064 -5.5100 4.1911
H -6.0635 -3.6170 1.8648
H -7.3971 -4.7464 1.9120
H -5.6267 -5.7113 0.5811
H -5.8537 -6.6654 2.0264
H -3.4763 -6.4105 1.5177
H -3.8560 -5.7100 3.0722
H -2.3121 -4.2687 1.8936
H -3.8310 -3.4197 2.0696
H -2.8770 -4.8460 -0.4705
H -2.8900 -3.0992 -0.2022
H -4.4084 -3.9698 -0.3234
```

Its orbital gap is 4.81 eV. Its net charge is -1. The total energy comes out at -1205.99450 a.u.

Löwdin population analysis, charges in e, atoms 1 to 8: number 1, C, carries -0.09; number 2, O, carries -0.20; number 3, C, carries -0.25; number 4, C, carries -0.19; number 5, C, carries -0.20; number 6, C, carries -0.19; number 7, C, carries -0.20; number 8, C, carries -0.21

ORCA calculation (wB97M-V/def2-TZVPD) on a 7-piece molecular cluster, C24H30FN6 overall at a distorted geometry.

```
61
Properties=species:S:1:pos:R:3
F 0.2707 0.2329 -0.1795
N 1.5385 -2.2070 -0.3669
C 1.4306 -3.1326 0.6716
C 2.3177 -4.1931 0.4712
C 2.9136 -3.9614 -0.7063
C 2.5641 -2.6917 -1.1550
H 0.9490 -1.3875 -0.3993
H 0.7296 -2.9496 1.4726
H 2.4644 -5.0036 1.1698
H 3.4557 -4.7142 -1.2594
H 2.8827 -2.2472 -2.0863
N -1.0878 2.8453 0.1512
C -1.1235 3.8529 1.0705
C -1.9293 4.8755 0.5555
C -2.2927 4.5746 -0.7591
C -1.8254 3.2689 -0.9685
H -0.6562 1.9420 0.2848
H -0.6990 3.6952 2.0510
H -2.2357 5.7687 1.0796
H -2.9422 5.1523 -1.4001
H -2.0741 2.5585 -1.7429
N 2.6963 0.3017 1.5553
C 2.7280 1.2259 2.5585
C 3.8691 1.0339 3.2593
C 4.6226 -0.0604 2.6831
C 3.8202 -0.5110 1.6069
H 1.9246 0.0985 0.9362
H 1.8830 1.8842 2.6963
H 4.1528 1.5438 4.1682
H 5.4785 -0.5854 3.0809
H 3.8596 -1.4268 1.0358
N -2.1612 -0.5997 -1.3144
C -3.0226 -1.2650 -0.4539
C -4.1139 -1.6536 -1.2652
C -4.0047 -1.0875 -2.5070
C -2.7654 -0.4993 -2.5340
H -1.2555 -0.1929 -1.1293
H -2.6789 -1.5593 0.5267
H -4.9781 -2.2305 -0.9707
H -4.6069 -1.2362 -3.3911
H -2.2667 -0.0479 -3.3790
N -0.4331 -0.4780 2.5060
C 0.3293 -1.0239 3.5136
C -0.5242 -1.4185 4.5075
C -1.8002 -1.0558 4.1247
C -1.7316 -0.3534 2.9323
H 0.0175 -0.1685 1.6567
H 1.3930 -1.1424 3.3688
H -0.2671 -1.9040 5.4374
H -2.7088 -1.2827 4.6625
H -2.4849 0.0749 2.2876
N 0.2290 1.0224 -2.8777
C 0.2573 -0.1282 -3.6090
C 0.0601 0.1538 -4.9819
C -0.1115 1.5831 -5.0125
C -0.1168 2.0783 -3.6681
H 0.3630 1.0373 -1.8768
H 0.4122 -1.0913 -3.1454
H 0.0378 -0.5401 -5.8091
H -0.4161 2.1689 -5.8671
H -0.3364 3.0567 -3.2668
```

Its orbital gap (alpha / beta) is 1.59 / 7.98 eV. Its net charge is -2. The multiplicity is 2. As for the expectation value of S²: 0.750. The total energy comes out at -1360.86158 a.u.

Löwdin population analysis, charges in e, atoms 1 to 8: number 1, F, carries -0.49; number 2, N, carries 0.05; number 3, C, carries -0.13; number 4, C, carries -0.18; number 5, C, carries -0.19; number 6, C, carries -0.16; number 7, H, carries 0.07; number 8, H, carries 0.09

ORCA calculation (wB97M-V/def2-TZVPD) on C3H6N2OS in the gas phase at a distorted geometry.

```
13
Properties=species:S:1:pos:R:3
H -1.7156 -2.1796 -0.7913
N -2.0347 -1.2083 -0.4873
C -0.9200 -0.5322 -0.1349
N -1.1386 0.6397 0.6459
S 0.3843 1.4633 0.7045
C 1.3353 -0.0337 0.6023
C 0.4667 -0.9032 -0.3202
O 1.1955 -0.7525 -1.5090
H -2.1391 1.0842 0.6420
H 2.2224 0.0517 -0.1841
H 1.7618 -0.3885 1.5375
H 0.2600 -1.9675 -0.0680
H 0.8187 -1.1984 -2.3296
```

Its orbital gap is 8.55 eV. As for the SMILES: [H]/N=C1/NSC[C@@H]1O. Its energy above the lowest of the compared OMol25 structures with the same formula, charge and spin is 81.2 kcal per mole. The total energy comes out at -700.75983 a.u.

Löwdin population analysis, charges in e, atoms 1 to 8: number 1, H, carries 0.05; number 2, N, carries 0.08; number 3, C, carries -0.47; number 4, N, carries -0.29; number 5, S, carries 0.87; number 6, C, carries -0.41; number 7, C, carries -0.45; number 8, O, carries -0.06

ORCA calculation (wB97M-V/def2-TZVPD) on C10H9BaNOS as an isolated structure at a distorted geometry.

```
23
Properties=species:S:1:pos:R:3
Ba -0.5734 -0.5110 0.9899
C 1.4550 -1.8809 3.0143
C 2.4022 -1.1498 2.2698
C 2.2370 0.2228 2.6467
C 1.1979 0.3258 3.5356
C 0.6756 -1.0365 3.8109
H 1.5021 -2.9611 3.0470
H 3.0286 -1.6332 1.5544
H 2.7916 1.0946 2.1878
H 0.8769 1.2774 3.9210
H -0.1037 -1.3401 4.4759
O -2.5970 0.7738 -0.4554
N -1.8435 0.7362 -1.5304
C -1.4641 1.8997 -2.0368
C -0.8641 1.8190 -3.3108
C -0.7294 0.6142 -3.9768
C -0.9452 -0.5128 -3.2685
C -1.4864 -0.5204 -1.9217
S -1.9577 -1.9553 -1.0726
H -1.7638 2.8308 -1.5390
H -0.7588 2.8217 -3.7173
H -0.2173 0.6023 -4.9478
H -0.8626 -1.5171 -3.6764
```

Its orbital gap (alpha / beta) is 2.99 / 6.53 eV. Its net charge is -1. The multiplicity is 2. As for the expectation value of S²: 0.758. The total energy comes out at -940.08504 a.u.

Löwdin population analysis, charges in e, atoms 1 to 8: number 1, Ba, carries 1.49; number 2, C, carries -0.32; number 3, C, carries -0.24; number 4, C, carries -0.26; number 5, C, carries -0.27; number 6, C, carries -0.27; number 7, H, carries 0.08; number 8, H, carries 0.06